No. 1
DFT (ωB97M-V with the def2-TZVPD basis set) results for 2 unconnected molecules or ions with the total composition Cl2HPS2.

CARTESIAN COORDINATES (ANGSTROEM)
Cl1 -1.4690 3.0138 -3.3251
Cl2 0.8822 -0.1456 1.1559
S1 -1.0918 4.8115 -0.5917
S2 -3.8830 2.8256 -1.0052
P1 -2.2436 3.6182 -1.5512
H1 -0.0863 -0.6240 0.4268


No. 2
DFT (ωB97M-V with the def2-TZVPD basis set) results for C4H7NO2 in the gas phase.

Output
- SMILES = CC(=O)NCC=O

CARTESIAN COORDINATES (ANGSTROEM)
O1 -0.7166 -1.3727 1.0169
O2 2.9110 1.4079 0.7836
N1 0.1023 0.1814 -0.3271
C1 -2.3771 -0.1060 -0.0873
C2 1.4052 -0.3380 0.1603
C3 -0.9498 -0.4667 0.2340
C4 2.3680 0.7741 -0.0846
H1 -0.0280 0.9331 -1.0019
H2 -2.8433 -1.0170 -0.4716
H3 1.3996 -0.5910 1.2294
H4 -2.8578 0.1233 0.8669
H5 -2.5523 0.7127 -0.7893
H6 2.4711 1.0252 -1.1592
H7 1.6678 -1.2663 -0.3700


No. 3
DFT (ωB97M-V with the def2-TZVPD basis set) results for a molecular structure, C2Cl2S.

CARTESIAN COORDINATES (ANGSTROEM)
Cl1 -0.1891 -0.1908 2.1442
Cl2 1.2840 -0.7974 -1.7687
S1 -1.2056 1.3299 -0.3333
C1 0.3245 -0.5219 -0.5073
C2 -0.2139 0.1801 0.4651


No. 4
DFT (ωB97M-V with the def2-TZVPD basis set) results for 2 unconnected molecules or ions with the total composition C4H14NO2.

Output
- net charge = +1

CARTESIAN COORDINATES (ANGSTROEM)
O1 -0.0535 2.2829 0.2567
O2 -1.5902 1.5793 -2.1287
N1 -0.3728 -0.5073 -0.4711
C1 1.1175 -1.0739 1.4948
C2 -0.3685 -1.9576 -0.8033
C3 0.7009 -0.0302 0.4816
C4 0.3305 1.2965 1.1305
H1 -0.9073 -2.0669 -1.7438
H2 0.6401 2.6170 -0.3160
H3 -1.0353 2.3163 -2.4200
H4 -2.4528 1.9552 -1.8889
H5 -0.4473 -0.0268 -1.3723
H6 1.5769 0.1923 -0.1428
H7 -0.4564 1.0472 1.8672
H8 0.2833 -1.4530 2.0931
H9 -1.2707 -0.2678 -0.0353
H10 1.5608 -1.9222 0.9642
H11 0.6333 -2.3815 -0.8502
H12 -0.9064 -2.5145 -0.0672
H13 1.8704 -0.6654 2.1521
H14 1.1473 1.5804 1.7996


No. 5
DFT (ωB97M-V with the def2-TZVPD basis set) results for a molecular structure, C13H17N3O3PReSbSe4.

Output
- net charge = +3

CARTESIAN COORDINATES (ANGSTROEM)
Re1 -0.1777 0.0917 -0.4245
Sb1 1.2110 0.8952 -3.8828
Se1 2.2514 3.0434 -3.5833
Se2 -1.1049 1.3479 -2.0358
Se3 0.4397 -1.0612 -5.0365
Se4 1.9503 -0.1503 -1.2901
P1 0.3470 1.8307 1.0711
O1 -0.4130 -1.4157 0.5223
O2 -0.6713 -2.1124 -1.9513
O3 0.2867 -2.8789 2.0043
N1 1.5818 2.3541 3.4215
N2 -0.0872 3.8767 2.7576
N3 1.9793 3.9082 1.6751
C1 1.4196 -4.4580 -0.0285
C2 -0.8470 3.0865 1.8752
C3 1.1797 1.2297 2.6502
C4 0.1125 -2.5739 0.8611
C5 1.3348 -5.1423 -2.3369
C6 0.5466 -3.4071 -0.3056
C7 0.8929 4.7535 2.1425
C8 0.4585 -4.1145 -2.6210
C9 0.4826 3.1774 3.8983
C10 2.5842 3.1914 2.7839
C11 0.0926 -3.2087 -1.6232
C12 1.6520 3.1110 0.5548
C13 1.8329 -5.3100 -1.0445
H1 0.0654 -3.9786 -3.6218
H2 2.0515 0.6166 2.3824
H3 1.7493 -4.6011 0.9892
H4 0.4783 0.6069 3.2224
H5 1.6530 -5.8053 -3.1276
H6 2.5353 2.5633 0.1898
H7 1.2584 3.7351 -0.2601
H8 1.2724 5.4610 2.8844
H9 2.5325 -6.1059 -0.8275
H10 0.8633 3.9033 4.6220
H11 3.4187 2.5781 2.4324
H12 -0.2722 2.5583 4.3873
H13 -1.1613 -2.3035 -2.7709
H14 -1.3052 3.6937 1.0870
H15 2.9660 3.9105 3.5123
H16 -1.6267 2.5385 2.4136
H17 0.4519 5.3091 1.3114


No. 6
DFT (ωB97M-V with the def2-TZVPD basis set) results for C9H13Cl2NOS in the gas phase.

Output
- SMILES = CCSC(=O)N(C/C=C/Cl)C/C=C/Cl

CARTESIAN COORDINATES (ANGSTROEM)
Cl1 0.9948 3.2686 -2.5891
Cl2 0.5825 -2.4838 4.5533
S1 -1.5673 -0.5665 -0.3151
O1 0.5614 -1.8954 -0.6571
N1 0.8975 -0.1139 0.7644
C1 2.1109 -0.5946 1.3844
C2 0.1283 -0.9467 -0.0394
C3 0.7410 -1.3588 3.3597
C4 1.1267 2.1479 -0.1436
C5 1.8287 -1.4463 2.5012
C6 0.6114 1.3014 0.9692
C7 0.3608 2.3628 -1.2970
C8 -1.7895 -0.6937 -2.1189
C9 -3.2481 -0.3069 -2.6390
H1 -0.0443 -0.6101 3.2897
H2 2.2823 2.3151 -0.3343
H3 2.5683 -2.1861 2.6116
H4 2.7420 0.2631 1.7661
H5 -3.5350 0.6829 -2.2364
H6 -4.0513 -1.0100 -2.1828
H7 -3.3629 -0.2765 -3.7781
H8 2.6436 -1.1269 0.6191
H9 -0.4671 1.4217 1.0572
H10 -0.8853 -0.1747 -2.6342
H11 1.0751 1.6822 1.8335
H12 -0.6443 2.0635 -1.3262
H13 -1.6601 -1.7181 -2.4180


Result set for energy relative to the best compared isomer or geometry (same formula, charge and spin): 16.3, 24.7, 36.0, 28.1, 57.4, 9.2 kcal/mol, one per record in the order listed.
Result set for E: -56021.5464, -9846.2065, -37950.3102, -9953.5438, -303679.7421, -48958.9896 eV, one per record in the order listed.